Density functional theory data (the ωB97M-V functional and the def2-TZVPD basis) for a 9-piece molecular cluster, C76H160N8O10S overall at a distorted geometry.

Atoms and positions in Å:
C  5.01  -19.08  -7.35
C  4.28  -18.06  -8.20
C  4.27  -16.81  -7.40
S  3.78  -17.28  -5.71
O  2.35  -17.29  -5.74
O  4.52  -16.41  -4.76
C  4.45  -19.06  -5.89
H  6.05  -18.79  -7.20
H  5.10  -20.05  -7.85
H  3.27  -18.46  -8.29
H  4.74  -17.92  -9.17
H  3.74  -15.95  -7.81
H  5.29  -16.49  -7.18
H  3.57  -19.67  -5.71
H  5.08  -19.30  -5.04
C  3.32  -25.71  -7.45
C  4.61  -24.91  -7.38
C  4.19  -23.48  -6.83
C  5.39  -22.55  -6.38
C  6.23  -23.36  -5.44
C  6.63  -24.79  -5.82
N  5.53  -25.58  -6.41
O  5.87  -26.86  -6.78
C  7.90  -24.63  -6.72
C  6.98  -25.50  -4.52
C  5.30  -24.73  -8.72
H  3.59  -26.76  -7.56
H  2.68  -25.46  -8.30
H  2.67  -25.79  -6.57
H  3.63  -23.04  -7.65
H  3.53  -23.53  -5.96
H  5.15  -21.62  -5.86
H  6.00  -22.27  -7.24
H  5.60  -23.45  -4.55
H  7.16  -22.88  -5.17
H  8.31  -25.62  -6.92
H  7.71  -24.09  -7.65
H  8.77  -24.15  -6.27
H  6.11  -25.92  -4.02
H  7.47  -26.44  -4.80
H  7.61  -24.87  -3.90
H  6.03  -25.51  -8.93
H  5.90  -23.82  -8.67
H  4.67  -24.69  -9.60
H  5.99  -27.29  -5.93
C  4.08  -22.13  -10.78
C  3.56  -21.13  -11.86
C  4.77  -20.22  -12.04
C  4.58  -19.31  -13.29
C  4.60  -20.23  -14.53
C  3.42  -21.22  -14.44
N  3.35  -21.90  -13.14
O  2.25  -22.70  -13.10
C  2.09  -20.51  -14.76
C  3.84  -22.30  -15.47
C  2.31  -20.41  -11.27
H  4.05  -21.69  -9.78
H  5.07  -22.54  -10.95
H  3.51  -23.06  -10.85
H  4.87  -19.44  -11.29
H  5.71  -20.78  -12.11
H  5.44  -18.64  -13.40
H  3.65  -18.75  -13.30
H  5.56  -20.74  -14.51
H  4.41  -19.57  -15.37
H  1.25  -21.18  -14.94
H  1.66  -19.91  -13.96
H  2.23  -19.98  -15.71
H  4.69  -22.87  -15.08
H  3.01  -22.98  -15.67
H  4.06  -21.95  -16.47
H  2.00  -19.52  -11.83
H  2.46  -20.02  -10.27
H  1.51  -21.15  -11.26
H  1.52  -22.08  -13.12
C  9.06  -24.37  -11.42
C  9.38  -24.97  -12.88
C  9.86  -23.78  -13.72
C  11.33  -23.44  -13.40
C  12.23  -24.62  -13.57
C  11.84  -25.81  -12.68
N  10.38  -26.02  -12.74
O  9.89  -27.14  -11.98
C  12.54  -26.99  -13.31
C  12.35  -25.57  -11.22
C  8.16  -25.57  -13.58
H  8.56  -25.01  -10.69
H  8.29  -23.61  -11.57
H  9.88  -23.88  -10.91
H  9.67  -23.99  -14.77
H  9.26  -22.93  -13.38
H  11.49  -23.06  -12.39
H  11.71  -22.60  -13.99
H  13.23  -24.23  -13.41
H  12.23  -25.02  -14.58
H  12.66  -27.92  -12.76
H  11.96  -27.20  -14.21
H  13.57  -26.77  -13.58
H  12.08  -26.41  -10.59
H  13.43  -25.45  -11.11
H  11.92  -24.64  -10.84
H  7.88  -26.55  -13.19
H  8.34  -25.90  -14.60
H  7.23  -25.01  -13.48
H  9.81  -26.77  -11.10
C  10.39  -17.13  -13.22
C  11.95  -17.07  -13.62
C  12.49  -15.93  -12.71
C  14.03  -15.87  -12.75
C  14.56  -17.27  -12.32
C  14.09  -18.50  -13.23
N  12.59  -18.41  -13.22
O  11.94  -19.47  -13.96
C  14.81  -18.48  -14.57
C  14.48  -19.82  -12.53
C  12.15  -16.74  -15.07
H  9.88  -16.18  -13.11
H  10.21  -17.71  -12.31
H  10.01  -17.65  -14.10
H  12.14  -14.99  -13.13
H  12.20  -15.95  -11.66
H  14.34  -15.11  -12.02
H  14.31  -15.69  -13.79
H  14.18  -17.48  -11.32
H  15.62  -17.32  -12.04
H  14.47  -19.29  -15.21
H  14.59  -17.53  -15.05
H  15.87  -18.51  -14.32
H  14.32  -19.81  -11.45
H  13.84  -20.61  -12.92
H  15.55  -20.01  -12.65
H  12.86  -15.93  -15.24
H  11.23  -16.37  -15.51
H  12.50  -17.54  -15.71
H  11.84  -20.13  -13.27
C  7.30  -15.35  -12.25
C  5.96  -14.90  -11.54
C  6.23  -13.63  -10.77
C  6.26  -12.31  -11.50
C  4.97  -12.16  -12.38
C  4.60  -13.36  -13.29
N  4.77  -14.65  -12.48
O  4.40  -15.74  -13.21
C  3.08  -13.19  -13.75
C  5.55  -13.39  -14.55
C  5.47  -15.95  -10.53
H  8.23  -15.44  -11.68
H  7.47  -14.86  -13.21
H  7.13  -16.34  -12.67
H  5.53  -13.56  -9.93
H  7.22  -13.71  -10.32
H  7.08  -12.23  -12.21
H  6.54  -11.44  -10.91
H  5.17  -11.27  -12.96
H  4.15  -11.99  -11.68
H  2.88  -12.30  -14.34
H  2.82  -14.06  -14.37
H  2.35  -13.17  -12.94
H  5.50  -14.41  -14.94
H  5.30  -12.64  -15.30
H  6.54  -13.23  -14.12
H  4.58  -15.67  -9.97
H  6.21  -15.98  -9.73
H  5.25  -16.90  -11.02
H  3.62  -16.03  -12.73
C  9.11  -20.33  -11.27
C  9.57  -19.91  -9.86
C  11.14  -19.89  -9.96
C  11.85  -19.18  -8.84
C  11.25  -17.75  -8.73
C  9.67  -17.68  -8.51
N  9.00  -18.62  -9.48
O  7.67  -18.40  -9.48
C  9.38  -18.00  -7.05
C  9.32  -16.15  -8.75
C  9.25  -21.07  -8.87
H  9.31  -21.39  -11.44
H  9.67  -19.81  -12.05
H  8.05  -20.14  -11.39
H  11.38  -20.96  -9.91
H  11.44  -19.58  -10.95
H  12.93  -19.21  -9.01
H  11.64  -19.65  -7.88
H  11.59  -17.22  -9.63
H  11.75  -17.17  -7.96
H  9.14  -17.17  -6.39
H  8.58  -18.75  -6.99
H  10.16  -18.57  -6.56
H  8.26  -15.91  -8.61
H  10.02  -15.48  -8.26
H  9.34  -15.91  -9.81
H  9.38  -22.04  -9.34
H  8.24  -21.17  -8.46
H  9.96  -21.03  -8.04
H  7.58  -17.59  -9.99
C  9.94  -21.36  -5.01
C  10.91  -22.09  -4.04
C  11.69  -23.18  -4.82
C  12.79  -22.56  -5.75
C  13.78  -21.78  -4.94
C  13.18  -20.73  -3.95
N  11.93  -21.27  -3.34
O  11.32  -20.39  -2.49
C  14.27  -20.40  -2.90
C  12.87  -19.44  -4.88
C  9.99  -22.82  -3.09
H  9.26  -22.05  -5.51
H  10.41  -20.80  -5.81
H  9.26  -20.58  -4.65
H  12.19  -23.89  -4.16
H  10.95  -23.61  -5.50
H  12.31  -21.92  -6.50
H  13.38  -23.27  -6.32
H  14.55  -21.29  -5.54
H  14.33  -22.56  -4.41
H  15.14  -20.06  -3.46
H  13.91  -19.69  -2.15
H  14.43  -21.29  -2.29
H  13.70  -18.88  -5.32
H  12.19  -19.73  -5.69
H  12.38  -18.63  -4.34
H  9.28  -23.52  -3.53
H  9.29  -22.15  -2.58
H  10.52  -23.44  -2.36
H  11.34  -20.87  -1.66
C  17.96  -24.53  -11.55
C  16.59  -24.98  -11.16
C  16.62  -25.95  -9.91
C  16.72  -25.20  -8.58
C  15.60  -24.25  -8.44
C  15.56  -23.22  -9.60
N  15.63  -23.86  -10.97
O  15.47  -23.04  -12.10
C  14.17  -22.58  -9.47
C  16.72  -22.18  -9.34
C  16.03  -25.91  -12.34
H  18.45  -23.87  -10.84
H  17.79  -23.93  -12.44
H  18.75  -25.26  -11.71
H  15.76  -26.61  -10.03
H  17.52  -26.56  -10.03
H  17.69  -24.73  -8.49
H  16.59  -25.90  -7.75
H  15.86  -23.79  -7.49
H  14.61  -24.68  -8.38
H  13.42  -23.34  -9.67
H  14.09  -22.05  -8.52
H  14.19  -21.79  -10.22
H  17.70  -22.64  -9.24
H  16.96  -21.53  -10.19
H  16.45  -21.67  -8.41
H  16.63  -26.82  -12.41
H  16.12  -25.45  -13.33
H  14.99  -26.21  -12.26
H  14.58  -23.25  -12.41

HOMO energy = -8.0659 eV
Spin multiplicity = 1